A 2-piece molecular cluster, C15H20N3O overall, computed with ωB97M-V/def2-TZVPD.

Structure (XYZ):
```
39
Properties=species:S:1:pos:R:3:forces:R:3:lowdin_charge:R:1
C 2.48078 0.02504 -0.19778 -0.2102 0.2391 0.1112 -0.03
C 1.88176 1.09799 -1.06637 -0.1565 -0.1190 -0.1448 -0.21
C 2.48364 2.35252 -1.13986 0.0295 0.0745 0.0505 -0.03
C 1.96039 3.37021 -1.91674 -0.0781 -0.0357 -0.0706 -0.06
C 0.80287 3.14854 -2.65608 0.1372 0.1105 0.0676 -0.07
C 0.20071 1.90667 -2.61354 -0.0624 0.0611 -0.0923 -0.05
C 0.72654 0.88043 -1.83043 0.0241 0.0022 0.1109 -0.17
C 0.05822 -0.47948 -1.86014 0.2751 0.1569 0.0207 -0.03
N -1.41747 -0.34739 -1.84700 -0.3077 -0.0557 -0.0647 -0.08
C -2.01691 0.17396 -0.78379 -0.2896 0.0727 0.0849 0.03
C -3.39988 0.33574 -0.76831 0.0669 -0.1038 -0.3279 0.03
C -4.09359 -0.06264 -1.89095 0.2764 -0.0427 -0.0015 0.02
C -3.36119 -0.61824 -2.95219 -0.1379 0.0962 0.2373 -0.05
N -2.05066 -0.75701 -2.93110 0.0300 0.1053 0.1402 0.17
H 3.33607 -0.45258 -0.67704 -0.0674 -0.0786 -0.0318 0.10
H 1.73310 -0.72042 0.05912 0.3884 -0.1420 0.1165 0.02
H 2.82863 0.45351 0.74453 0.0820 0.0284 -0.0947 0.08
H 3.38336 2.52488 -0.56087 -0.0132 0.0245 -0.0089 0.12
H 2.45154 4.33406 -1.95257 -0.0129 -0.0216 0.0190 0.11
H 0.38132 3.93778 -3.26467 0.0156 -0.0262 0.0006 0.11
H -0.68918 1.74803 -3.21582 0.0335 -0.0834 0.0284 0.11
H 0.29733 -1.02012 -2.77333 -0.0717 -0.1015 0.0662 0.15
H 0.31675 -1.07732 -0.98775 -0.0190 -0.1245 -0.1279 0.11
H -1.38047 0.46512 0.04243 0.0685 -0.0319 -0.1181 0.15
H -3.88745 0.77040 0.09247 0.0310 -0.0264 -0.0014 0.13
H -5.16695 0.03882 -1.97722 0.0255 0.0023 0.0626 0.13
H -3.85501 -0.96474 -3.85143 0.1265 0.0079 0.0041 0.13
C 0.73023 -2.68896 2.41799 0.0961 -0.1870 0.0379 -0.33
O 0.86048 -2.33874 1.25436 -0.2688 0.1768 -0.0558 -0.01
N 0.52253 -1.86093 3.45206 -0.0224 -0.0014 0.0623 -0.19
C 0.39060 -2.35059 4.81420 0.0027 0.0783 -0.0561 -0.04
C 0.42992 -0.43429 3.20532 -0.0027 -0.0518 -0.0892 -0.03
H 0.78528 -3.74717 2.71381 -0.0006 -0.0009 -0.0051 0.14
H -0.58365 -2.08234 5.22506 0.0007 -0.0170 0.0170 0.09
H 1.16937 -1.92706 5.44921 0.0004 -0.0185 0.0162 0.10
H 0.48587 -3.43366 4.82177 0.0036 -0.0132 -0.0030 0.09
H -0.40237 -0.22271 2.52898 0.0153 0.0410 0.0247 0.08
H 1.34505 -0.05917 2.74724 -0.0026 0.0064 0.0022 0.08
H 0.26248 0.08189 4.14640 -0.0055 -0.0013 0.0127 0.09
```
Positions in Å, forces in eV/Å.

Output
HOMO-LUMO gap = 7.354 eV
molar mass = 258.3 g/mol
2S+1 = 1
HOMO level = -0.438 Eh
charge = +1
E = -822.834344 hartree